Below is a molecular structure, C22H54F6N3O28S8V, with properties calculated with ωB97M-V/def2-TZVPD.

Output
Largest force on an atom = 4.825 eV/Å
Gap between HOMO and LUMO = 0.23944 hartree
Highest occupied orbital energy = -10.75 eV

```
! wB97M-V def2-TZVPD RIJCOSX def2/J DEFGRID3
* xyz 0 1
O 2.980 0.009 0.452
V 2.092 0.071 1.740
O 2.145 -1.378 2.474
C -1.545 -1.564 2.477
F -1.628 -2.270 1.368
F -2.729 -1.538 3.025
F -0.646 -2.142 3.241
S -1.025 0.231 2.102
O -2.222 0.952 1.783
O -0.279 0.785 3.226
N 0.176 -0.027 0.879
S -0.608 0.282 -0.469
O -1.901 -0.344 -0.537
O -0.505 1.674 -0.826
C 0.422 -0.610 -1.804
F 0.674 -1.873 -1.476
F -0.257 -0.512 -2.918
F 1.609 0.000 -1.937
O -2.296 -4.407 -5.295
S -1.686 -4.051 -4.051
O -1.604 -2.689 -3.600
O -2.361 -4.922 -2.873
C -2.227 -4.352 -1.558
C -2.664 -5.404 -0.534
C -0.037 -4.759 -4.085
H -2.925 -3.519 -1.460
H -1.264 -3.930 -1.266
H -3.673 -5.734 -0.784
H -2.709 -4.905 0.434
H -2.031 -6.288 -0.508
H 0.149 -5.142 -5.085
H 0.209 -5.422 -3.259
H 0.727 -3.988 -3.954
O 0.780 -1.516 7.507
S 1.264 -0.200 7.756
O 0.681 0.609 8.788
O 2.871 -0.372 8.029
C 3.639 0.793 8.310
C 4.542 0.537 9.516
C 1.426 0.713 6.209
H 2.939 1.592 8.574
H 4.214 1.038 7.412
H 3.848 0.015 10.186
H 4.812 1.397 10.122
H 5.309 -0.195 9.280
H 0.418 0.777 5.804
H 2.054 0.049 5.616
H 1.913 1.667 6.381
O 4.122 5.007 -2.720
S 3.273 3.885 -3.025
O 2.915 3.554 -4.386
O 3.966 2.527 -2.452
C 4.860 2.615 -1.351
C 6.326 2.455 -1.849
C 1.721 3.977 -2.002
H 4.623 1.903 -0.563
H 4.908 3.620 -0.925
H 6.386 3.001 -2.789
H 6.464 1.415 -2.157
H 7.050 2.717 -1.083
H 1.215 4.856 -2.396
H 1.993 4.120 -0.960
H 1.170 3.064 -2.199
O -0.006 -2.635 -8.119
S 0.291 -1.385 -7.464
O 1.273 -0.457 -7.954
O -1.062 -0.528 -7.243
C -2.272 -1.091 -6.686
C -3.273 -0.981 -7.823
C 0.750 -1.682 -5.758
H -2.645 -0.647 -5.763
H -2.066 -2.143 -6.469
H -2.835 -1.401 -8.725
H -3.530 0.060 -8.024
H -4.211 -1.486 -7.579
H 1.507 -2.457 -5.838
H -0.168 -1.972 -5.247
H 1.020 -0.714 -5.350
O -8.326 -0.357 -2.372
S -8.198 -0.619 -0.971
O -8.178 -1.971 -0.479
O -6.916 0.236 -0.379
C -5.639 -0.226 -0.813
C -5.163 -1.362 0.103
C -9.530 0.245 -0.133
H -4.870 0.541 -0.882
H -5.729 -0.650 -1.820
H -5.782 -2.249 0.055
H -5.175 -0.924 1.110
H -4.087 -1.546 0.053
H -9.633 1.327 -0.120
H -9.802 -0.229 0.804
H -10.293 -0.012 -0.878
O 2.327 5.876 2.536
S 1.472 6.413 3.567
O 0.972 7.754 3.506
O 0.144 5.429 3.716
C 0.295 4.076 3.318
C -0.072 3.866 1.848
C 2.117 6.012 5.221
H -0.341 3.413 3.910
H 1.294 3.740 3.628
H 0.085 2.828 1.566
H 0.435 4.581 1.199
H -1.118 4.150 1.733
H 3.025 6.547 5.500
H 2.354 4.952 5.245
H 1.340 6.327 5.913
C 1.188 -3.594 5.077
N 0.839 -4.376 3.888
O -0.313 -4.743 3.778
O 1.762 -4.755 3.192
H 0.483 -3.734 5.888
H 1.192 -2.545 4.778
H 2.208 -3.773 5.403
C 3.591 0.508 -5.178
N 4.782 -0.337 -5.476
O 5.883 0.168 -5.426
O 4.591 -1.505 -5.732
H 3.900 1.548 -5.183
H 3.185 0.186 -4.224
H 2.860 0.449 -5.982
*
```